A 12-piece molecular cluster, C27H52O47S12 overall at a distorted geometry. Source: the Open Molecules 2025 dataset; level of theory: wB97M-V/def2-TZVPD.

Each atom is followed by the atoms it is bonded to, with distances in Å.
CARTESIAN COORDINATES (ANGSTROEM)
1 C 3.40 6.19 0.40  C2 1.429, H10 1.194
2 C 3.58 4.91 1.00  C1 1.429, C3 1.673
3 C 3.13 3.46 1.69  C2 1.673, C4 1.673, H11 1.184, H12 1.193
4 C 2.15 2.59 0.64  C3 1.673, C5 1.641, H13 1.185, H14 1.188
5 C 0.89 3.58 0.26  C4 1.641, O6 1.501, H15 1.193, H16 1.192
6 O -0.43 2.90 0.44  C5 1.501, S7 1.737
7 S -1.53 4.24 0.50  O6 1.737, O8 1.569, O9 1.711
8 O -1.69 4.64 -1.01  S7 1.569
9 O -3.02 3.79 1.19  S7 1.711, H17 1.022
10 H 3.22 7.33 0.09  C1 1.194
11 H 4.14 2.88 1.92  C3 1.184
12 H 2.47 3.62 2.67  C3 1.193
13 H 2.84 2.35 -0.30  C4 1.185
14 H 1.77 1.58 1.13  C4 1.188
15 H 0.82 4.55 0.95  C5 1.193
16 H 0.99 3.88 -0.88  C5 1.192
17 H -3.08 4.32 2.06  O9 1.022
18 C -0.19 -1.55 2.42  C19 1.526, O24 1.427, H25 1.095, H26 1.093
19 C 0.69 -2.80 2.43  C18 1.526, O20 1.426, H27 1.093, H28 1.095
20 O 2.02 -2.32 2.26  C19 1.426, S21 1.631
21 S 2.15 -0.85 2.96  O20 1.631, O22 1.446, O23 1.444, O24 1.630
22 O 2.71 -1.03 4.28  S21 1.446
23 O 2.69 0.07 1.99  S21 1.444
24 O 0.55 -0.55 3.12  C18 1.427, S21 1.630
25 H -0.35 -1.19 1.40  C18 1.095
26 H -1.16 -1.72 2.90  C18 1.093
27 H 0.42 -3.50 1.63  C19 1.093
28 H 0.63 -3.31 3.39  C19 1.095
29 C 1.84 -6.36 -0.25  C30 1.526, O35 1.427, H36 1.095, H37 1.093
30 C 2.35 -7.57 0.52  C29 1.526, O31 1.426, H38 1.093, H39 1.095
31 O 1.91 -7.37 1.86  C30 1.426, S32 1.631
32 S 0.49 -6.57 1.84  O31 1.631, O33 1.446, O34 1.444, O35 1.630
33 O -0.57 -7.54 1.97  S32 1.446
34 O 0.60 -5.41 2.69  S32 1.444
35 O 0.55 -6.08 0.29  C29 1.427, S32 1.630
36 H 2.47 -5.48 -0.08  C29 1.095
37 H 1.77 -6.55 -1.33  C29 1.093
38 H 3.44 -7.66 0.48  C30 1.093
39 H 1.90 -8.49 0.15  C30 1.095
40 C 1.84 -1.39 7.51  C41 1.526, O46 1.427, H47 1.095, H48 1.093
41 C 2.35 -2.61 8.28  C40 1.526, O42 1.426, H49 1.093, H50 1.095
42 O 1.91 -2.41 9.62  C41 1.426, S43 1.631
43 S 0.49 -1.61 9.60  O42 1.631, O44 1.446, O45 1.444, O46 1.630
44 O -0.57 -2.58 9.73  S43 1.446
45 O 0.60 -0.45 10.46  S43 1.444
46 O 0.55 -1.12 8.05  C40 1.427, S43 1.630
47 H 2.47 -0.52 7.68  C40 1.095
48 H 1.77 -1.59 6.44  C40 1.093
49 H 3.44 -2.69 8.24  C41 1.093
50 H 1.90 -3.53 7.91  C41 1.095
51 C 6.62 -5.67 -2.81  C52 1.526, O57 1.427, H58 1.095, H59 1.093
52 C 7.42 -6.66 -1.98  C51 1.526, O53 1.426, H60 1.093, H61 1.095
53 O 6.64 -6.90 -0.82  C52 1.426, S54 1.631
54 S 5.06 -6.79 -1.22  O53 1.631, O55 1.446, O56 1.444, O57 1.630
55 O 4.56 -8.13 -1.45  S54 1.446
56 O 4.43 -5.86 -0.31  S54 1.444
57 O 5.25 -6.07 -2.66  C51 1.427, S54 1.630
58 H 6.72 -4.65 -2.43  C51 1.095
59 H 6.90 -5.69 -3.87  C51 1.093
60 H 8.41 -6.27 -1.71  C52 1.093
61 H 7.54 -7.61 -2.51  C52 1.095
62 C -2.81 6.40 -4.55  C63 1.526, O68 1.427, H69 1.095, H70 1.093
63 C -3.01 6.79 -3.09  C62 1.526, O64 1.426, H71 1.093, H72 1.095
64 O -3.20 8.20 -3.11  C63 1.426, S65 1.631
65 S -3.94 8.62 -4.50  O64 1.631, O66 1.446, O67 1.444, O68 1.630
66 O -5.35 8.75 -4.24  S65 1.446
67 O -3.16 9.65 -5.14  S65 1.444
68 O -3.70 7.22 -5.30  C62 1.427, S65 1.630
69 H -1.78 6.61 -4.88  C62 1.095
70 H -3.03 5.34 -4.73  C62 1.093
71 H -2.16 6.52 -2.47  C63 1.093
72 H -3.92 6.33 -2.69  C63 1.095
73 C -7.39 8.09 -7.03  C74 1.526, O79 1.427, H80 1.095, H81 1.093
74 C -7.12 6.97 -6.03  C73 1.526, O75 1.426, H82 1.093, H83 1.095
75 O -8.08 5.96 -6.34  C74 1.426, S76 1.631
76 S -8.38 5.99 -7.95  O75 1.631, O77 1.446, O78 1.444, O79 1.630
77 O -7.57 4.98 -8.58  S76 1.446
78 O -9.81 6.10 -8.14  S76 1.444
79 O -7.71 7.45 -8.26  C73 1.427, S76 1.630
80 H -8.25 8.70 -6.72  C73 1.095
81 H -6.52 8.75 -7.15  C73 1.093
82 H -7.23 7.29 -4.99  C74 1.093
83 H -6.12 6.54 -6.17  C74 1.095
84 C -3.62 -5.93 9.43  C85 1.526, O90 1.427, H91 1.095, H92 1.093
85 C -2.75 -7.18 9.44  C84 1.526, O86 1.426, H93 1.093, H94 1.095
86 O -1.41 -6.70 9.28  C85 1.426, S87 1.631
87 S -1.29 -5.23 9.97  O86 1.631, O88 1.446, O89 1.444, O90 1.630
88 O -0.72 -5.41 11.29  S87 1.446
89 O -0.74 -4.31 9.00  S87 1.444
90 O -2.88 -4.94 10.14  C84 1.427, S87 1.630
91 H -3.79 -5.57 8.41  C84 1.095
92 H -4.59 -6.10 9.91  C84 1.093
93 H -3.01 -7.88 8.64  C85 1.093
94 H -2.80 -7.69 10.41  C85 1.095
95 C 1.67 -9.25 5.05  C96 1.526, O101 1.427, H102 1.095, H103 1.093
96 C 1.88 -7.79 5.41  C95 1.526, O97 1.426, H104 1.093, H105 1.095
97 O 0.92 -7.51 6.43  C96 1.426, S98 1.631
98 S 0.69 -8.87 7.31  O97 1.631, O99 1.446, O100 1.444, O101 1.630
99 O 1.51 -8.78 8.50  S98 1.446
100 O -0.73 -9.14 7.36  S98 1.444
101 O 1.39 -9.92 6.28  C95 1.427, S98 1.630
102 H 0.80 -9.37 4.39  C95 1.095
103 H 2.55 -9.69 4.57  C95 1.093
104 H 1.73 -7.12 4.56  C96 1.093
105 H 2.88 -7.62 5.83  C96 1.095
106 C -4.72 3.74 -8.20  C107 1.526, O112 1.427, H113 1.095, H114 1.093
107 C -3.96 2.75 -9.09  C106 1.526, O108 1.426, H115 1.093, H116 1.095
108 O -2.60 2.85 -8.67  C107 1.426, S109 1.631
109 S -2.56 3.19 -7.07  O108 1.631, O110 1.446, O111 1.444, O112 1.630
110 O -2.37 1.95 -6.35  S109 1.446
111 O -1.73 4.35 -6.87  S109 1.444
112 O -4.12 3.63 -6.91  C106 1.427, S109 1.630
113 H -4.59 4.76 -8.55  C106 1.095
114 H -5.79 3.50 -8.15  C106 1.093
115 H -4.06 2.99 -10.15  C107 1.093
116 H -4.30 1.72 -8.91  C107 1.095
117 C -0.78 11.77 0.12  C118 1.526, O123 1.427, H124 1.095, H125 1.093
118 C -1.68 12.56 -0.83  C117 1.526, O119 1.426, H126 1.093, H127 1.095
119 O -1.63 11.85 -2.07  C118 1.426, S120 1.631
120 S -1.45 10.26 -1.75  O119 1.631, O121 1.446, O122 1.444, O123 1.630
121 O -2.75 9.63 -1.80  S120 1.446
122 O -0.31 9.77 -2.51  S120 1.444
123 O -1.01 10.40 -0.19  C117 1.427, S120 1.630
124 H 0.28 11.99 -0.07  C117 1.095
125 H -1.01 11.98 1.17  C117 1.093
126 H -1.34 13.59 -0.97  C118 1.093
127 H -2.72 12.56 -0.48  C118 1.095
128 C 3.96 -4.00 -6.85  C129 1.526, O134 1.427, H135 1.095, H136 1.093
129 C 5.06 -3.42 -7.73  C128 1.526, O130 1.426, H137 1.093, H138 1.095
130 O 5.87 -2.63 -6.85  C129 1.426, S131 1.631
131 S 5.85 -3.31 -5.37  O130 1.631, O132 1.446, O133 1.444, O134 1.630
132 O 7.05 -4.11 -5.23  S131 1.446
133 O 5.47 -2.30 -4.41  S131 1.444
134 O 4.59 -4.31 -5.61  C128 1.427, S131 1.630
135 H 3.18 -3.26 -6.65  C128 1.095
136 H 3.51 -4.89 -7.28  C128 1.093
137 H 4.67 -2.81 -8.54  C129 1.093
138 H 5.69 -4.21 -8.14  C129 1.095

As for the LUMO energy: 0.0 eV. The highest occupied orbital energy comes out at -9.34 eV. As for the HOMO-LUMO gap: 9.33 eV.